# 1
ORCA calculation (ωB97M-V/def2-TZVPD) on 14 unconnected molecules or ions with the total composition C34H96BFN4O15P at a distorted geometry.

The geometry in XYZ format:
```
152
Properties=species:S:1:pos:R:3
C 1.916 4.683 3.204
C 1.295 4.773 4.603
P -0.498 4.353 4.798
C -0.428 2.789 5.778
C -1.474 2.763 6.902
N -0.954 3.641 3.200
C -0.998 4.292 2.083
N -0.606 5.633 2.021
C -0.034 5.792 0.692
C -0.441 7.109 0.011
C 0.771 7.957 -0.351
C 1.013 8.313 -1.789
N 1.575 8.390 0.534
C -0.320 4.421 -0.028
F 0.832 3.670 0.247
C -0.631 4.409 -1.503
C 0.163 3.392 -2.343
C 1.618 3.833 -2.588
C 2.179 3.408 -3.958
C 2.649 4.554 -4.864
C 3.442 5.651 -4.158
C 4.275 6.524 -5.114
C 5.795 6.336 -5.023
C 6.265 4.897 -4.968
O 7.623 4.897 -4.572
C 8.302 3.672 -4.803
N -1.363 3.832 0.843
B -1.703 2.382 0.569
C -1.086 1.178 1.330
O -2.605 2.163 -0.423
H 1.551 3.841 2.625
H 2.995 4.607 3.324
H 1.752 5.618 2.671
H 1.842 4.100 5.263
H 1.401 5.768 5.028
H -0.638 1.963 5.091
H 0.586 2.639 6.136
H -2.402 2.339 6.536
H -1.641 3.735 7.354
H -1.125 2.085 7.679
H -1.227 2.665 3.186
H -1.408 6.235 2.163
H 1.055 5.794 0.717
H -1.102 6.953 -0.837
H -1.008 7.697 0.735
H 0.525 7.622 -2.472
H 0.691 9.332 -1.990
H 2.084 8.274 -1.977
H 1.289 8.108 1.474
H -0.433 5.386 -1.939
H -1.692 4.220 -1.650
H -0.360 3.285 -3.290
H 0.152 2.428 -1.834
H 1.693 4.907 -2.426
H 2.235 3.379 -1.814
H 3.000 2.709 -3.816
H 1.402 2.852 -4.485
H 1.812 4.983 -5.417
H 3.300 4.114 -5.625
H 4.058 5.220 -3.370
H 2.738 6.305 -3.639
H 3.932 6.396 -6.140
H 4.069 7.566 -4.866
H 6.215 6.890 -4.185
H 6.241 6.768 -5.919
H 5.695 4.294 -4.259
H 6.152 4.433 -5.954
H 8.544 3.193 -3.857
H 7.696 2.981 -5.387
H 9.214 3.883 -5.359
H -1.071 0.263 0.748
H -1.769 0.951 2.159
H -0.116 1.403 1.773
H -3.314 2.813 -0.433
C -1.653 -2.319 2.679
O -2.600 -1.264 2.470
H -0.718 -1.871 3.009
H -2.008 -3.008 3.448
H -1.479 -2.868 1.758
H -3.418 -1.674 2.173
C 0.190 -5.445 3.232
O 0.261 -4.618 2.064
H -0.707 -5.175 3.781
H 0.134 -6.498 2.974
H 1.062 -5.281 3.871
H 1.058 -4.861 1.583
C -2.408 -5.306 0.341
O -3.328 -4.225 0.151
H -1.459 -4.896 0.670
H -2.785 -5.996 1.102
H -2.259 -5.843 -0.598
H -4.160 -4.604 -0.143
C 4.389 0.201 -2.065
O 5.294 1.044 -2.776
H 4.016 -0.539 -2.769
H 4.888 -0.307 -1.240
H 3.549 0.777 -1.671
H 5.630 1.697 -2.159
C 0.458 -8.549 5.474
O -0.652 -8.092 4.705
H 0.709 -7.760 6.178
H 0.210 -9.453 6.034
H 1.328 -8.746 4.841
H -0.884 -8.789 4.085
C 0.347 -7.371 0.110
O 0.851 -6.227 -0.578
H -0.209 -7.014 0.970
H -0.322 -7.949 -0.533
H 1.170 -8.004 0.452
H 1.345 -6.533 -1.342
C -0.655 2.869 10.895
O -1.242 1.702 10.326
H 0.397 2.868 10.621
H -1.120 3.780 10.508
H -0.733 2.863 11.984
H -2.171 1.693 10.570
C -3.259 -7.399 -3.323
O -3.944 -6.375 -2.596
H -3.838 -8.313 -3.231
H -3.173 -7.139 -4.378
H -2.258 -7.565 -2.916
H -3.431 -5.567 -2.683
C -1.242 -10.562 -5.070
O -2.115 -9.448 -5.218
H -0.269 -10.176 -4.776
H -1.597 -11.248 -4.296
H -1.131 -11.111 -6.009
H -2.984 -9.773 -5.477
C -5.409 -7.726 -6.419
O -5.113 -9.120 -6.269
H -5.478 -7.296 -5.423
H -4.616 -7.220 -6.974
H -6.363 -7.589 -6.933
H -5.055 -9.504 -7.147
C -4.571 1.150 3.993
O -4.606 2.583 4.019
H -5.601 0.807 3.955
H -4.038 0.776 3.117
H -4.101 0.754 4.897
H -3.707 2.911 4.073
C 4.512 1.988 1.575
O 3.972 0.779 1.047
H 5.575 1.997 1.351
H 4.043 2.863 1.112
H 4.377 2.035 2.659
H 3.034 0.763 1.248
C -8.334 -9.353 -3.546
O -8.227 -8.548 -4.714
H -9.240 -9.052 -3.027
H -8.411 -10.414 -3.799
H -7.480 -9.204 -2.880
H -7.428 -8.815 -5.176
```

The gap between HOMO and LUMO is 8.00 eV. The total charge is +1. The value obtained for the electronic energy is -86160.377 eV. The spin multiplicity is 1. The value obtained for the molecular weight is 861.9 g mol⁻¹. The LUMO energy comes out at -2.81 eV.

Atom charges from the Löwdin analysis, given in e for atoms 1 to 8:
1 C -0.14
2 C -0.38
3 P 1.04
4 C -0.40
5 C -0.15
6 N -0.01
7 C -0.35
8 N 0.11

=====

# 2
ORCA calculation (ωB97M-V/def2-TZVPD) on a molecular structure, C34H96F6NO20S2V at a distorted geometry.

The geometry in XYZ format:
```
160
Properties=species:S:1:pos:R:3
V -1.239 -0.580 -1.989
C 1.098 2.815 -1.007
F 1.021 2.582 -2.321
F 2.206 2.314 -0.500
F 1.106 4.131 -0.709
S -0.402 2.037 -0.166
O -0.365 2.599 1.209
O -1.522 2.578 -0.974
N -0.130 0.288 -0.430
S 0.379 -0.128 1.048
O 1.763 0.309 1.431
O -0.661 -0.056 2.070
C 0.605 -2.040 0.778
F -0.377 -2.375 -0.057
F 1.728 -2.221 0.130
F 0.517 -2.716 1.907
C 1.226 -4.252 -3.108
C 0.571 -5.061 -1.967
O -0.832 -5.176 -2.081
H 0.974 -3.192 -3.117
H 0.909 -4.756 -4.021
H 2.312 -4.335 -3.154
H 0.741 -4.457 -1.076
H 1.088 -5.999 -1.763
H -1.016 -5.909 -2.673
C 0.123 5.316 3.056
C -0.716 6.488 3.543
O -0.971 6.118 4.921
H -0.355 4.363 3.282
H 1.081 5.276 3.574
H 0.341 5.345 1.989
H -1.647 6.573 2.982
H -0.181 7.433 3.449
H -0.107 6.204 5.329
C 2.005 -2.596 5.127
C 1.448 -1.197 5.028
O 1.094 -0.690 6.321
H 1.218 -3.298 5.400
H 2.824 -2.698 5.839
H 2.397 -2.961 4.178
H 0.598 -1.175 4.346
H 2.250 -0.567 4.643
H 1.127 0.266 6.237
C -2.710 -3.348 -4.684
C -3.001 -2.894 -3.274
O -1.773 -2.612 -2.615
H -2.015 -4.188 -4.680
H -2.278 -2.533 -5.264
H -3.636 -3.751 -5.096
H -3.558 -3.686 -2.775
H -3.589 -1.976 -3.244
H -1.437 -3.473 -2.356
C 1.096 -6.284 3.593
C 0.958 -6.194 2.094
O 1.689 -7.242 1.449
H 2.120 -6.015 3.854
H 0.833 -7.297 3.898
H 0.400 -5.591 4.067
H 1.099 -5.198 1.673
H -0.082 -6.293 1.784
H 2.503 -6.809 1.181
C 0.602 0.453 -5.346
C 0.478 -0.859 -4.535
O 0.640 -0.569 -3.151
H -0.188 1.122 -5.006
H 0.390 0.282 -6.401
H 1.521 0.992 -5.119
H 1.164 -1.615 -4.918
H -0.535 -1.213 -4.723
H 1.591 -0.553 -3.019
C 4.440 -4.878 -1.047
C 5.058 -5.945 -0.158
O 4.156 -6.249 0.912
H 3.974 -4.040 -0.528
H 3.639 -5.351 -1.616
H 5.242 -4.440 -1.640
H 6.003 -5.532 0.195
H 5.260 -6.826 -0.768
H 4.334 -5.693 1.674
C 4.715 -1.179 0.780
C 4.297 -1.098 2.291
O 5.338 -1.643 3.082
H 4.015 -0.677 0.112
H 4.748 -2.219 0.454
H 5.678 -0.714 0.570
H 3.350 -1.579 2.534
H 4.241 -0.047 2.574
H 5.219 -1.220 3.936
C 0.376 4.121 -5.987
C -0.892 3.955 -5.145
O -1.822 3.038 -5.734
H 0.790 3.137 -6.208
H 1.163 4.735 -5.548
H 0.078 4.656 -6.888
H -1.345 4.913 -4.891
H -0.513 3.459 -4.251
H -2.559 2.929 -5.128
C -3.959 0.685 1.049
C -3.796 0.292 -0.439
O -2.870 -0.773 -0.498
H -4.825 1.336 1.167
H -3.071 1.189 1.430
H -4.128 -0.203 1.656
H -3.447 1.131 -1.042
H -4.755 -0.056 -0.824
H -3.181 -1.418 0.141
C 2.146 2.302 4.033
C 1.738 2.967 5.337
O 1.549 2.055 6.329
H 2.435 3.073 3.319
H 1.342 1.692 3.622
H 2.996 1.661 4.270
H 0.839 3.577 5.249
H 2.511 3.677 5.631
H 1.377 2.500 7.162
C -2.246 -4.903 1.224
C -3.368 -4.073 0.529
O -3.407 -2.843 1.182
H -2.092 -5.855 0.715
H -2.312 -4.939 2.312
H -1.318 -4.422 0.914
H -4.299 -4.615 0.693
H -3.221 -3.905 -0.538
H -3.640 -3.134 2.067
C 2.370 6.010 -2.965
C 3.816 6.006 -2.517
O 3.998 7.165 -1.679
H 2.159 6.684 -3.795
H 1.663 6.306 -2.189
H 2.083 5.033 -3.353
H 4.551 5.858 -3.307
H 3.929 5.189 -1.804
H 4.156 7.845 -2.337
C -2.043 -2.576 4.110
C -3.306 -3.100 4.692
O -4.123 -3.694 3.710
H -1.446 -2.161 4.922
H -2.269 -1.729 3.462
H -1.426 -3.321 3.607
H -3.822 -2.229 5.095
H -3.199 -3.803 5.518
H -4.927 -4.018 4.123
C -5.443 4.070 -3.291
C -4.470 3.009 -2.752
O -3.632 2.670 -3.829
H -5.065 5.071 -3.499
H -6.247 4.130 -2.557
H -5.935 3.742 -4.207
H -5.076 2.163 -2.429
H -3.878 3.339 -1.898
H -3.161 1.859 -3.623
C -1.416 5.921 -1.943
C -1.008 6.954 -0.851
O -2.083 7.917 -0.717
H -1.981 6.458 -2.704
H -2.017 5.089 -1.576
H -0.552 5.449 -2.411
H -0.218 7.593 -1.246
H -0.674 6.545 0.102
H -1.800 8.691 -0.225
```

The gap between HOMO and LUMO (alpha / beta) is 7.50 / 2.37 eV. The total charge is +2. The value obtained for the electronic energy is -142894.842 eV. The spin multiplicity is 5. The value obtained for the molecular weight is 1068.2 g mol⁻¹. The LUMO energy (alpha / beta) comes out at -5.64 / -10.77 eV.

Atom charges from the Löwdin analysis, given in e for atoms 1 to 8:
1 V 1.06
2 C -0.64
3 F 0.13
4 F 0.16
5 F 0.15
6 S 0.76
7 O -0.27
8 O -0.30

=====

Number 2 is which compound?
C34H96F6NO20S2V

=====

electronic energy of number 1 (C34H96BFN4O15P)?
-86160.377 eV

=====

Among the records above, which one has the highest electronic energy?
C34H96BFN4O15P

=====

The highest total charge belongs to which entry?
C34H96F6NO20S2V